C9H25F11N2O20S5Y as an isolated structure at a distorted geometry, computed with ωB97M-V/def2-TZVPD.

XYZ file:
```
73
Properties=species:S:1:pos:R:3:forces:R:3:lowdin_charge:R:1
Y -0.857038 1.693710 3.095811 2.16 2.65 -1.13 1.677
C 3.296297 4.160519 2.322989 -0.97 -1.16 1.32 -0.668
F 3.961002 3.356383 3.153883 0.25 -0.03 0.25 0.116
F 3.929914 5.319551 2.304085 0.02 0.17 -0.64 0.156
F 3.256207 3.548909 1.154238 0.03 0.62 -0.53 0.160
S 1.578883 4.461378 3.043631 -0.95 2.90 1.00 0.525
O 1.060387 5.596929 2.336454 0.43 -0.57 -0.95 -0.275
O 0.742640 3.253646 2.885379 -0.27 -1.34 -0.10 -0.456
O 1.760965 4.760631 4.441154 0.85 -0.85 0.33 -0.300
C -2.563826 4.061571 -0.944142 0.77 0.01 1.45 -0.709
F -3.177623 5.061843 -1.526467 -0.83 0.68 -0.13 0.165
F -3.230251 2.941182 -1.136953 -0.55 -0.65 -0.28 0.143
F -1.375316 3.960399 -1.501838 0.83 -0.29 -0.34 0.154
S -2.331587 4.329601 0.901936 -0.93 2.41 1.30 0.535
O -1.659025 5.602974 1.054392 -0.51 -1.10 -0.73 -0.276
O -3.659138 4.278768 1.525023 0.55 -0.43 -0.72 -0.333
O -1.517100 3.182184 1.308224 0.49 -1.27 0.41 -0.424
C 3.347370 0.484213 5.152546 -0.26 -1.45 -1.65 -0.667
F 3.308166 1.773493 5.379185 -0.15 0.14 0.73 0.171
F 4.604482 0.052173 5.118244 0.34 0.39 -0.15 0.143
F 2.749066 -0.271962 6.086879 -0.41 0.86 0.47 0.116
S 2.519149 0.078987 3.501799 1.14 -1.36 -0.89 0.571
O 1.159363 0.647815 3.670991 -1.01 0.46 0.22 -0.439
O 3.320951 0.660986 2.452262 -0.77 -0.09 1.11 -0.255
O 2.444679 -1.380021 3.514297 -0.03 0.90 0.31 -0.308
N -0.885914 0.477135 1.258115 -2.90 -3.46 -3.02 -0.372
S 0.183208 0.316525 0.124539 7.59 2.34 0.27 0.462
O -0.155975 0.801012 -1.166685 -0.97 -0.95 -0.09 -0.207
O 1.049169 -0.804718 0.369807 -1.29 0.12 -0.96 -0.236
F 1.113356 1.502846 0.689145 -0.73 -0.28 -0.19 -0.176
S -2.017006 -0.571696 0.500335 -2.81 -0.85 2.24 0.610
O -1.641880 -1.756215 -0.221231 0.66 1.67 0.50 -0.218
O -3.173506 0.142859 0.065334 0.85 0.13 -0.17 -0.255
F -2.468774 -1.180771 1.912394 -0.36 -0.08 -0.05 -0.195
O -3.215203 1.740728 3.080708 -0.08 -0.58 1.10 -0.099
H -3.876630 2.421287 3.291192 0.26 0.25 -0.63 0.100
H -3.693532 0.898608 3.176377 -0.27 0.23 -0.51 0.058
O -1.350664 -0.287035 4.152811 -0.36 -0.62 1.02 -0.097
H -0.694671 -0.956009 4.417287 0.24 0.37 -0.30 0.112
H -2.201377 -0.625304 4.462214 0.08 0.02 -0.13 0.094
O -5.372056 0.328719 1.693509 0.00 -0.05 0.47 -0.056
H -5.368356 -0.634505 1.701796 -0.06 0.06 -0.17 0.042
H -4.806619 0.568923 0.945085 -0.05 -0.02 0.06 0.012
O 2.707952 -3.432340 1.498552 -0.05 -0.03 0.30 -0.071
H 2.276731 -3.040873 0.737055 -0.25 0.32 0.18 -0.021
H 2.629330 -2.742074 2.182113 0.10 -0.10 -0.16 -0.007
C -3.613216 -0.812783 -3.095921 -0.31 -0.27 -0.45 -0.234
C -2.270017 -1.299408 -3.611494 -0.65 1.03 0.05 -0.242
O -2.393428 -2.397654 -4.501843 0.24 -0.20 0.16 -0.059
O -4.419634 -0.090214 -4.033922 0.27 0.14 -0.21 -0.066
H -3.462184 -0.098619 -2.292415 -0.03 -0.23 0.21 0.096
H -4.169492 -1.705495 -2.790236 -0.02 0.12 0.46 0.124
H -1.697438 -1.586557 -2.733133 0.20 -0.38 -0.21 0.096
H -1.787056 -0.427909 -4.067392 0.27 -0.20 -0.18 0.129
H -2.937614 -2.149734 -5.253389 0.08 0.13 -0.03 0.072
H -4.502406 -0.564835 -4.865912 0.00 -0.15 0.10 0.067
C 0.804078 -4.023742 -2.033798 0.30 -0.20 0.00 -0.060
C 2.188534 -3.932454 -2.704187 -0.77 -1.14 1.80 -0.428
C 2.153710 -3.034649 -3.893492 0.30 -0.02 -0.71 -0.225
O 3.493817 -2.837751 -4.323792 -0.57 0.13 -0.40 -0.189
C 3.588864 -2.039860 -5.489381 0.12 0.70 1.14 -0.113
N 3.196951 -3.549584 -1.683456 -0.20 1.05 -1.06 0.069
H 0.016044 -4.289905 -2.742358 -0.04 -0.09 0.11 0.077
H 0.522816 -3.114629 -1.502206 0.07 0.32 -0.25 0.058
H 0.895130 -4.779000 -1.249157 -0.28 -0.18 -0.15 0.081
H 2.438389 -4.958250 -2.997294 0.04 0.13 -0.39 0.130
H 1.596791 -2.108911 -3.678848 0.51 0.30 0.17 0.133
H 1.587488 -3.491659 -4.716606 -0.07 -0.25 0.11 0.128
H 3.050623 -2.415729 -6.363483 0.20 -0.40 0.00 0.083
H 4.661187 -1.911519 -5.625457 -0.09 -0.09 -0.56 0.087
H 3.174812 -1.047413 -5.263784 -0.02 0.05 -0.15 0.086
H 2.814894 -3.545819 -0.742638 0.07 -0.34 -0.43 0.020
H 3.362157 -2.568886 -1.908862 0.57 -0.07 0.47 0.076
```
Positions in Å, forces in eV/Å.

Results
multiplicity = 1
DFT total energy = -138785.2915 eV
molecular weight = 939.51 u
LUMO = 0.018 Eh
HOMO level = -7.0 eV
net charge = -1
F_max = 7.9 eV Å⁻¹